Entry 1:
DFT (ωB97M-V with the def2-TZVPD basis set) results for a molecular structure, C28H24BrCl6N2O4RhSi at a distorted geometry.

Geometry as XYZ:
```
67
C28H24BrCl6N2O4RhSi ωB97M-V with the def2-TZVPD basis set
C 1.768 -0.757 3.645
C 2.854 -0.097 -0.962
C -0.046 4.385 1.185
C 3.830 -0.891 -2.979
C -1.735 -0.030 -2.774
C 2.404 -0.599 1.379
N 0.347 2.387 -0.094
C -1.052 4.146 -0.958
C -4.475 -0.012 -2.998
H -0.060 1.652 4.456
C 4.053 -1.191 2.978
H -1.391 5.824 0.347
O -0.346 -1.793 -0.364
H -2.912 -0.892 1.480
C -0.892 4.874 0.210
N 0.116 -0.111 1.939
Cl -6.188 0.003 -3.135
C -2.843 -0.046 2.168
C -0.424 2.925 -1.060
C -3.702 -0.349 -4.111
C -1.076 1.521 4.076
C 4.565 0.282 -3.073
H -0.916 -1.229 5.268
C 0.561 3.154 0.979
C 3.077 -1.094 3.959
H -3.650 -0.144 2.900
C 3.706 -0.933 1.656
Cl -0.002 -0.024 -2.634
Si -1.235 -0.059 3.077
Cl -4.445 -0.741 -5.612
H 5.240 0.431 -3.905
H -0.628 -2.329 3.903
O -0.635 -2.882 1.607
H -1.670 4.499 -1.770
H 5.069 -1.461 3.227
C 1.384 -0.497 2.321
C -2.320 -0.348 -3.991
Cl -1.324 -0.724 -5.343
Rh -0.064 0.125 -0.034
H 5.012 2.180 -2.172
O -1.932 0.679 -0.495
Br 1.887 2.650 2.208
H 3.458 1.828 -0.255
C -0.285 -4.125 -0.388
C 2.965 -1.093 -1.911
Cl -4.843 0.773 -0.442
H -0.669 -4.955 0.194
H -0.778 -4.051 -1.352
H -1.327 2.399 3.475
H 3.333 -1.291 4.992
C -0.434 -2.835 0.417
H -2.270 -1.888 4.351
H 0.171 4.939 2.085
Cl 1.448 -4.456 -0.703
H -3.008 0.863 1.598
H -1.754 1.500 4.934
H 3.929 -1.658 -3.736
H 2.384 -1.999 -1.806
H -0.531 2.336 -1.956
C -1.248 -1.512 4.267
C 3.576 1.081 -1.029
C 4.439 1.265 -2.098
H 4.440 -0.991 0.864
O 1.949 -0.276 0.089
C -2.476 0.304 -1.628
H 1.035 -0.687 4.433
C -3.879 0.312 -1.787
```

## Properties
Kohn-Sham gap in eV: 6.632
F_max in hartree/bohr: 0.0313
ΔE to the lowest compared entry with this formula, charge and spin in kJ/mol: 22.79
Calculated total energy in eV: -196660.26417

Results of the Mulliken charge analysis, in e, for atoms 1 through 5: -1.008 -0.742 -0.795 -0.711 0.503

Entry 2:
DFT (ωB97M-V with the def2-TZVPD basis set) results for 2 unconnected molecules or ions with the total composition BH3OS at a distorted geometry.

Geometry as XYZ:
```
6
BH3OS ωB97M-V with the def2-TZVPD basis set
B 0.039 -0.242 0.532
H 0.399 -0.604 1.585
O 0.056 0.838 -0.130
H 1.176 2.359 0.157
S -0.815 -1.533 -0.511
H -0.854 -0.817 -1.632
```

## Properties
Kohn-Sham gap (spin up / spin down) in eV: 9.234 / 7.301
F_max in hartree/bohr: 0.0724
ΔE to the lowest compared entry with this formula, charge and spin in kJ/mol: 417.93
Calculated total energy in eV: -13604.78183

Results of the Mulliken charge analysis, in e, for atoms 1 through 5: 0.385 -0.038 -0.405 0.176 -0.256

Q: The highest calculated total energy belongs to which entry?
A: BH3OS